1.
Entry from OMol25: a 3-piece molecular cluster, C24H50BNO7S2 overall at a distorted geometry (ωB97M-V with the def2-TZVPD basis set).

```
85
Properties=species:S:1:pos:R:3:lowdin_charge:R:1
C -2.10 -2.43 -0.15 -0.11
C -1.26 -3.74 -0.03 -0.26
C 0.03 -3.62 0.84 -0.17
C 0.86 -2.32 0.66 -0.22
N 1.90 -2.41 -0.38 -0.20
C 1.35 -2.79 -1.71 -0.19
C 2.28 -2.50 -2.92 -0.18
C 1.70 -3.32 -4.15 -0.15
C 0.80 -2.35 -4.99 -0.09
C -0.25 -3.05 -5.90 -0.38
C -1.26 -4.05 -5.28 0.01
B -0.80 -5.58 -5.25 -0.60
O 0.37 -6.07 -5.81 0.16
O -1.61 -6.51 -4.57 0.13
C -1.18 -1.85 -6.32 -0.13
O -0.33 -1.12 -7.20 0.04
C 0.22 -2.15 -7.97 -0.53
O 0.59 -2.03 -9.05 0.23
O 0.21 -3.34 -7.24 0.10
C 2.71 -1.23 -0.43 -1.06
S 4.34 -1.32 -0.53 0.71
S 2.01 0.48 -0.35 0.80
C 1.74 0.75 1.46 -0.50
C 1.17 2.17 1.77 -0.30
C 2.33 3.22 1.65 -0.11
H -1.51 -1.74 -0.80 0.06
H -2.26 -1.89 0.80 0.07
H -3.05 -2.60 -0.70 0.08
H -0.97 -4.04 -1.06 0.08
H -1.93 -4.54 0.36 0.10
H 0.69 -4.50 0.68 0.12
H -0.29 -3.66 1.91 0.11
H 1.41 -2.17 1.62 0.12
H 0.24 -1.40 0.55 0.09
H 1.15 -3.88 -1.66 0.12
H 0.36 -2.31 -1.87 0.12
H 2.15 -1.43 -3.19 0.11
H 3.35 -2.72 -2.74 0.08
H 2.52 -3.77 -4.74 0.12
H 1.10 -4.16 -3.73 0.09
H 1.49 -1.76 -5.63 0.14
H 0.25 -1.69 -4.29 0.12
H -2.18 -4.00 -5.92 0.13
H -1.60 -3.70 -4.27 0.13
H 0.82 -6.60 -5.13 0.12
H -1.99 -6.03 -3.81 0.09
H -2.13 -2.12 -6.85 0.14
H -1.56 -1.33 -5.41 0.14
H 2.71 0.55 1.97 0.08
H 1.02 0.02 1.89 0.06
H 0.33 2.36 1.07 0.09
H 0.76 2.14 2.81 0.11
H 2.19 4.08 2.33 0.06
H 2.37 3.53 0.58 0.07
H 3.27 2.68 1.91 0.07
C 1.53 7.21 5.83 -0.08
C 2.48 6.02 5.90 -0.28
O 3.13 5.74 4.68 -0.17
C 3.95 6.76 4.15 -0.28
C 5.10 7.16 5.06 -0.08
H 0.79 7.07 5.04 0.08
H 1.01 7.34 6.78 0.08
H 2.06 8.14 5.62 0.07
H 1.90 5.13 6.16 0.12
H 3.21 6.15 6.71 0.11
H 3.34 7.64 3.88 0.11
H 4.36 6.37 3.22 0.12
H 4.74 7.60 5.99 0.07
H 5.74 7.90 4.57 0.08
H 5.70 6.29 5.32 0.08
C -6.62 1.21 3.14 -0.08
C -5.73 -0.02 3.19 -0.28
O -5.10 -0.32 1.95 -0.16
C -4.24 0.67 1.43 -0.28
C -3.06 1.00 2.34 -0.08
H -7.37 1.11 2.35 0.08
H -7.13 1.34 4.10 0.08
H -6.04 2.11 2.94 0.07
H -6.34 -0.89 3.44 0.12
H -4.98 0.06 3.99 0.11
H -4.80 1.57 1.18 0.11
H -3.85 0.28 0.49 0.11
H -3.39 1.44 3.29 0.07
H -2.40 1.71 1.86 0.07
H -2.50 0.09 2.58 0.07
```

- LUMO (eV) = -0.5
- Kohn-Sham gap (eV) = 7.75
- SMILES string = CCCCN(CCCC[C@@]1(CB(O)O)COC(=O)O1)C(=S)SCCC.CCOCC.CCOCC
- net charge = 0

2.
Entry from OMol25: C21H41ClFGaN3O as an isolated structure at a distorted geometry (ωB97M-V with the def2-TZVPD basis set).

```
69
Properties=species:S:1:pos:R:3:lowdin_charge:R:1
N 5.69 4.53 1.04 0.02
C 5.86 5.80 1.01 -0.37
C 4.80 6.82 0.45 -0.24
Ga 3.48 7.15 2.00 0.14
F 2.68 5.53 2.43 -0.35
Cl 4.78 7.72 3.81 0.00
C 2.18 8.72 1.70 -0.24
O 1.18 8.53 0.66 -0.18
C 0.59 7.27 0.73 -0.31
C -0.16 6.93 1.93 -0.01
C -0.73 5.57 1.97 -0.07
C -0.54 4.62 0.87 -0.09
C 0.22 5.02 -0.32 -0.08
C 0.79 6.36 -0.38 -0.02
H 4.76 4.33 0.62 0.03
H 6.82 6.20 1.44 0.09
H 5.36 7.78 0.26 0.04
H 4.33 6.40 -0.48 0.05
H 2.80 9.62 1.41 0.07
H 1.70 8.99 2.69 0.06
H -0.32 7.59 2.81 0.11
H -1.31 5.21 2.86 0.09
H -0.95 3.59 0.88 0.07
H 0.41 4.33 -1.18 0.09
H 1.40 6.71 -1.25 0.11
C -2.10 0.68 2.15 -0.09
C -2.87 0.31 0.89 -0.27
N -2.04 -0.26 -0.16 -0.19
C -2.74 -0.38 -1.44 -0.25
C -3.94 -1.32 -1.52 -0.09
C -1.25 -1.42 0.22 -0.24
C -1.99 -2.65 0.76 -0.09
H -1.29 1.37 1.93 0.07
H -2.77 1.17 2.86 0.07
H -1.69 -0.20 2.65 0.06
H -3.32 1.24 0.51 0.12
H -3.70 -0.35 1.17 0.10
H -2.02 -0.66 -2.21 0.11
H -3.08 0.62 -1.72 0.11
H -3.63 -2.37 -1.56 0.05
H -4.50 -1.12 -2.43 0.07
H -4.63 -1.19 -0.68 0.06
H -0.52 -1.11 0.97 0.10
H -0.63 -1.73 -0.63 0.11
H -2.79 -2.39 1.46 0.07
H -1.29 -3.30 1.29 0.06
H -2.42 -3.25 -0.05 0.04
C -0.80 -4.46 -2.70 -0.08
C -0.71 -5.97 -2.55 -0.27
N 0.57 -6.45 -2.04 -0.19
C 0.72 -7.89 -2.14 -0.25
C -0.23 -8.78 -1.32 -0.09
C 1.00 -5.87 -0.77 -0.24
C 0.08 -6.04 0.44 -0.09
H 0.00 -4.08 -3.34 0.08
H -1.75 -4.18 -3.15 0.07
H -0.74 -3.95 -1.74 0.04
H -0.86 -6.40 -3.55 0.12
H -1.56 -6.31 -1.94 0.10
H 1.75 -8.16 -1.89 0.11
H 0.61 -8.17 -3.20 0.11
H 0.04 -8.79 -0.27 0.05
H -0.17 -9.81 -1.68 0.07
H -1.27 -8.46 -1.41 0.06
H 1.17 -4.80 -0.92 0.10
H 1.99 -6.26 -0.52 0.11
H -0.97 -5.87 0.20 0.06
H 0.35 -5.31 1.21 0.07
H 0.18 -7.03 0.89 0.05
```

- LUMO (eV) = 2.1
- Kohn-Sham gap (eV) = 7.24
- net charge = -1

3.
Entry from OMol25: one molecule with the formula C4H6O2 (ωB97M-V with the def2-TZVPD basis set).

```
12
Properties=species:S:1:pos:R:3:lowdin_charge:R:1
O 1.70 0.44 0.67 -0.03
C 0.77 0.16 -0.37 -0.37
C 0.17 -1.23 -0.17 -0.07
C -0.52 0.93 -0.30 -0.05
C -1.39 0.26 0.45 -0.15
O -1.04 -1.03 0.68 -0.06
H 1.41 1.25 1.11 0.09
H 1.27 0.33 -1.33 0.14
H -0.08 -1.64 -1.17 0.14
H 0.76 -1.93 0.41 0.13
H -0.75 1.80 -0.88 0.10
H -2.30 0.65 0.90 0.13
```

- LUMO (eV) = 1.0
- relative energy (zero: lowest compared OMol25 entry of this formula, charge and spin) (kcal/mol) = 39.9
- Kohn-Sham gap (eV) = 9.85
- SMILES string = O[C@@H]1C=COC1
- net charge = 0